Molecular formula: C36H93N7O11
Method: DFT, ωB97M-V with the def2-TZVPD basis set

Structure (XYZ):
```
147
Properties=species:S:1:pos:R:3:mulliken_spin:R:1
C 4.039 5.787 13.956 0.000
O 4.462 6.904 14.744 0.000
C 4.331 8.214 14.048 0.000
C 5.220 8.382 12.774 0.000
N 4.681 7.912 11.542 0.000
C 5.754 8.083 10.452 0.000
C 5.254 7.638 9.100 0.000
O 5.048 6.212 9.067 0.000
C 4.991 5.716 7.701 0.000
H 4.071 4.822 14.461 0.000
H 4.613 5.679 13.035 0.000
H 2.969 5.951 13.825 0.000
H 4.377 9.097 14.685 0.000
H 3.289 8.416 13.799 0.000
H 6.167 7.853 12.886 0.000
H 5.339 9.456 12.632 0.000
H 4.351 6.957 11.540 0.000
H 6.496 7.322 10.694 0.000
H 6.174 9.089 10.485 0.000
H 5.738 8.119 8.250 0.000
H 4.248 8.044 8.987 0.000
H 5.988 5.883 7.294 0.000
H 4.054 6.030 7.240 0.000
H 4.954 4.627 7.742 0.000
C 1.689 4.819 10.727 0.000
O 0.578 5.305 11.422 0.000
C -0.659 5.155 10.809 0.000
C -1.055 6.126 9.685 0.000
N -1.566 7.303 10.265 0.000
C -2.250 8.248 9.256 0.000
C -3.431 8.944 10.069 0.000
O -4.452 9.206 9.110 0.000
C -5.618 9.718 9.740 0.000
H 1.815 5.517 9.899 0.000
H 1.517 3.778 10.455 0.000
H 2.543 4.834 11.404 0.000
H -1.360 5.187 11.643 0.000
H -0.815 4.110 10.541 0.000
H -1.917 5.796 9.106 0.000
H -0.167 6.351 9.095 0.000
H -0.772 7.755 10.695 0.000
H -2.645 7.703 8.399 0.000
H -1.489 8.942 8.901 0.000
H -3.026 9.937 10.265 0.000
H -3.757 8.412 10.963 0.000
H -5.361 10.467 10.489 0.000
H -6.145 8.974 10.337 0.000
H -6.357 10.217 9.112 0.000
C 0.228 13.603 14.974 0.000
O -0.652 13.240 13.958 0.000
C -1.856 14.009 13.961 0.000
C -2.672 13.639 12.745 0.000
N -3.802 14.608 12.827 0.000
C -4.564 14.666 11.529 0.000
C -5.296 15.958 11.276 0.000
O -4.375 17.034 11.212 0.000
C -4.846 18.225 10.719 0.000
H 1.076 12.920 14.912 0.000
H -0.051 13.462 16.019 0.000
H 0.602 14.603 14.755 0.000
H -1.776 15.090 14.074 0.000
H -2.318 13.551 14.835 0.000
H -2.879 12.569 12.772 0.000
H -2.217 13.603 11.755 0.000
H -3.220 15.410 13.021 0.000
H -5.137 13.762 11.324 0.000
H -3.905 14.660 10.661 0.000
H -5.963 16.249 12.087 0.000
H -5.949 15.883 10.406 0.000
H -5.924 18.236 10.557 0.000
H -4.432 18.280 9.712 0.000
H -4.518 19.111 11.263 0.000
C -6.085 9.955 0.848 0.000
O -4.775 10.075 0.479 0.009
C -3.962 8.973 0.650 0.003
C -2.517 9.381 0.469 0.019
N -1.773 9.644 1.729 0.802
C -0.363 10.075 1.758 0.009
C 0.421 9.444 2.907 0.055
O 1.737 10.012 2.938 0.001
C 2.605 9.406 3.998 -0.001
H -6.615 9.313 0.144 0.000
H -6.667 10.849 0.622 0.000
H -6.162 9.604 1.877 0.001
H -4.166 8.343 -0.215 0.003
H -3.951 8.335 1.534 0.000
H -2.433 10.206 -0.239 0.049
H -1.975 8.595 -0.057 0.032
H -2.443 10.006 2.392 -0.030
H -0.274 11.152 1.902 0.048
H 0.019 9.759 0.788 0.000
H 0.295 8.365 2.821 0.001
H -0.177 9.682 3.786 -0.001
H 3.506 10.014 3.920 0.001
H 2.859 8.355 3.864 0.000
H 2.157 9.549 4.982 0.001
C 7.335 12.857 6.404 0.000
C 6.840 14.208 6.648 0.000
C 6.794 14.453 8.213 0.000
O 5.636 13.832 8.789 0.000
C 5.879 13.014 9.915 0.000
N 7.790 15.045 5.960 0.000
H 7.338 12.507 5.372 0.000
H 6.692 12.216 7.006 0.000
H 8.383 12.754 6.685 0.000
H 5.917 14.282 6.073 0.000
H 6.814 15.528 8.392 0.000
H 7.711 14.325 8.787 0.000
H 6.374 13.540 10.731 0.000
H 6.370 12.114 9.546 0.000
H 4.860 12.715 10.161 0.000
H 7.581 14.910 4.981 0.000
H 7.625 16.031 6.108 0.000
C 0.869 10.323 12.289 0.000
C 1.162 10.018 10.854 0.000
C 2.113 10.995 10.211 0.000
O 2.235 10.806 8.859 0.000
C 2.697 11.790 7.991 0.000
N 1.740 8.734 10.751 0.000
H 0.277 9.596 12.845 0.000
H 0.308 11.256 12.344 0.000
H 1.624 10.512 13.053 0.000
H 0.254 9.848 10.277 0.000
H 3.108 11.118 10.639 0.000
H 1.691 11.992 10.337 0.000
H 3.576 12.290 8.398 0.000
H 1.906 12.527 7.856 0.000
H 2.909 11.333 7.024 0.000
H 2.530 8.633 11.372 0.000
H 2.147 8.593 9.837 0.000
C -3.583 10.629 15.538 0.000
C -3.813 9.807 14.307 0.000
C -2.640 8.734 14.129 0.000
O -2.667 7.606 15.117 0.000
C -1.535 6.804 15.214 0.000
N -5.131 9.161 14.381 0.000
H -2.576 11.045 15.571 0.000
H -3.783 9.961 16.376 0.000
H -4.331 11.397 15.734 0.000
H -3.650 10.473 13.459 0.000
H -1.681 9.246 14.215 0.000
H -2.667 8.427 13.084 0.000
H -0.664 7.406 15.472 0.000
H -1.390 6.272 14.274 0.000
H -1.703 6.006 15.937 0.000
H -5.125 8.672 15.265 0.000
H -4.892 8.352 13.826 0.000
```

Properties
- F_max (hartree/bohr) = 0.06672
- multiplicity = 2
- ⟨S²⟩ = 0.75
- ΔE to the lowest compared entry with this formula, charge and spin (kcal per mole) = 80.2
- M (g mol⁻¹) = 800.18
- charge = +1